Below is FH2OP in the gas phase, with properties calculated with ωB97M-V/def2-TZVPD.

Structure (ORCA input):
```
! RIJCOSX wB97M-V def2-TZVPD def2/J DEFGRID3
* xyz 0 1
O -1.00 0.30 0.51
F -1.52 -0.95 0.74
P 0.84 -0.14 0.06
H 1.06 1.23 -0.09
H 0.61 -0.44 -1.22
*
```

**HOMO energy**: -10.394 eV
**ΔE to the lowest compared entry with this formula, charge and spin**: 122.1 kcal per mole
**SMILES**: FOP

***

Below is a 2-piece molecular cluster, FH2PS overall, with properties calculated with ωB97M-V/def2-TZVPD.

Structure (ORCA input):
```
! RIJCOSX wB97M-V def2-TZVPD def2/J DEFGRID3
* xyz 0 1
F -2.03 0.56 -0.40
P 1.16 0.52 0.43
S -2.51 -0.93 0.17
H 1.17 0.34 -1.05
H 2.20 -0.48 0.86
*
```

**HOMO energy (spin up / spin down)**: -10.167 / -9.046 eV
**ΔE to the lowest compared entry with this formula, charge and spin**: 105.7 kcal per mole

***

Below is a 2-piece molecular cluster, FH2PS overall, with properties calculated with ωB97M-V/def2-TZVPD.

Structure (ORCA input):
```
! RIJCOSX wB97M-V def2-TZVPD def2/J DEFGRID3
* xyz 0 3
F -1.47 0.84 -0.65
P -0.29 1.21 0.39
S 0.91 -1.77 0.91
H 0.86 1.33 -0.68
H -0.02 -1.61 0.04
*
```

**HOMO energy (spin up / spin down)**: -8.151 / -9.907 eV
**ΔE to the lowest compared entry with this formula, charge and spin**: 2.5 kcal per mole
**Expectation value of S²**: 2.0056

***

Below is a 2-piece molecular cluster, FH3N2O2S overall, with properties calculated with ωB97M-V/def2-TZVPD.

Structure (ORCA input):
```
! RIJCOSX wB97M-V def2-TZVPD def2/J DEFGRID3
* xyz 0 1
N 1.18 -0.62 0.81
N -0.04 0.28 0.91
O -2.08 1.22 -0.34
O -1.46 -1.14 -0.66
F 0.73 0.51 -1.76
S -1.06 0.20 -0.34
H 0.76 -1.50 0.57
H 1.69 -0.22 -0.05
H 0.28 1.25 0.86
*
```

**HOMO energy**: -11.530 eV
**ΔE to the lowest compared entry with this formula, charge and spin**: 54.1 kcal per mole